[1]
{
  "formula": "C46H56N3O20S2",
  "method": "ωB97M-V/def2-TZVPD",
  "symbols": ["C", "C", "C", "C", "N", "C", "C", "C", "C", "C", "O", "C", "O", "C", "C", "C", "C", "C", "C", "N", "C", "C", "O", "O", "C", "O", "C", "C", "C", "C", "C", "O", "O", "N", "O", "C", "S", "S", "C", "C", "C", "H", "H", "H", "H", "H", "H", "H", "H", "H", "H", "H", "H", "H", "H", "H", "H", "H", "H", "H", "H", "H", "H", "H", "H", "H", "H", "H", "H", "H", "H", "H", "H", "H", "H", "H", "H", "H", "H", "H", "H", "H", "H", "H", "H", "C", "C", "C", "O", "C", "C", "C", "O", "O", "O", "H", "H", "H", "H", "C", "C", "C", "O", "C", "C", "C", "O", "O", "O", "H", "H", "H", "H", "C", "C", "C", "O", "C", "C", "C", "O", "O", "O", "H", "H", "H", "H"],
  "positions_angstrom": [[4.003, 0.871, -1.304], [2.654, 0.465, -1.907], [2.636, -1.010, -2.310], [2.428, -1.993, -1.150], [1.605, -1.458, -0.053], [0.182, -1.426, -0.415], [-0.527, -0.339, 0.399], [-2.035, -0.523, 0.329], [-2.926, 0.644, 0.778], [-2.930, 1.969, 0.004], [-1.741, 2.689, 0.218], [-1.743, 3.729, 1.146], [-2.511, 4.640, 0.991], [-0.782, 3.635, 2.248], [-0.428, 4.821, 2.901], [0.436, 4.770, 3.975], [0.957, 3.558, 4.413], [0.641, 2.386, 3.735], [-0.221, 2.428, 2.655], [-4.219, 2.656, 0.430], [-4.606, 2.695, 1.886], [-5.380, 3.967, 2.220], [-4.832, 4.926, 2.667], [-6.707, 3.882, 1.970], [-5.307, 2.025, -0.499], [-6.277, 1.359, 0.233], [-4.530, 1.140, -1.482], [-3.175, 1.862, -1.542], [-2.128, 1.153, -2.396], [-1.032, 2.020, -3.027], [-0.284, 1.187, -4.063], [-0.073, 2.434, -2.062], [-3.600, 3.067, -2.218], [-2.837, 4.244, -1.896], [-3.232, 5.143, -2.502], [1.823, -2.188, 1.149], [2.543, -1.466, 2.405], [1.287, -3.902, 1.232], [0.464, -3.927, 2.839], [0.574, -5.307, 3.490], [0.085, -5.261, 4.949], [4.719, 1.126, -2.085], [4.423, 0.064, -0.703], [3.899, 1.743, -0.658], [1.852, 0.704, -1.212], [2.485, 1.061, -2.805], [3.609, -1.239, -2.752], [1.897, -1.182, -3.096], [2.029, -2.939, -1.517], [3.411, -2.223, -0.726], [0.135, -1.144, -1.469], [-0.306, -2.397, -0.285], [-0.171, 0.624, 0.034], [-0.191, -0.457, 1.433], [-2.350, -0.882, -0.652], [-2.291, -1.339, 1.012], [-2.666, 0.893, 1.810], [-3.937, 0.242, 0.829], [-0.838, 5.753, 2.542], [0.695, 5.690, 4.481], [1.619, 3.498, 5.266], [1.046, 1.434, 4.049], [-0.430, 1.508, 2.135], [-4.221, 3.645, 0.167], [-3.699, 2.720, 2.484], [-5.146, 1.791, 2.145], [-6.998, 4.677, 1.501], [-5.805, 2.843, -1.009], [-6.324, 0.435, -0.030], [-5.091, 1.203, -2.412], [-4.454, 0.098, -1.185], [-2.665, 0.706, -3.236], [-1.616, 0.343, -1.895], [-1.461, 2.872, -3.559], [0.628, 1.726, -4.317], [0.010, 0.219, -3.659], [-0.860, 1.077, -4.980], [-0.325, 3.288, -1.702], [0.926, -3.201, 3.503], [-0.587, -3.655, 2.720], [-0.045, -6.014, 2.937], [1.611, -5.634, 3.460], [0.777, -5.789, 5.602], [0.023, -4.239, 5.325], [-0.893, -5.724, 5.068], [4.670, -7.461, -0.636], [3.998, -6.302, -0.696], [2.974, -6.031, -1.779], [2.383, -4.965, -1.747], [2.748, -7.042, -2.788], [3.426, -8.197, -2.728], [4.425, -8.483, -1.633], [4.973, -9.568, -1.659], [3.285, -9.177, -3.602], [4.190, -5.329, 0.186], [5.400, -7.668, 0.133], [2.027, -6.831, -3.565], [3.891, -9.890, -3.316], [3.606, -4.584, -0.049], [5.678, 5.082, 4.681], [6.487, 5.906, 3.997], [6.199, 7.385, 3.860], [7.003, 8.045, 3.232], [4.997, 7.918, 4.472], [4.193, 7.092, 5.153], [4.492, 5.620, 5.305], [3.692, 4.962, 5.951], [3.074, 7.478, 5.751], [7.591, 5.512, 3.391], [5.876, 4.024, 4.784], [4.792, 8.973, 4.360], [2.712, 6.679, 6.181], [7.981, 6.310, 2.982], [-4.480, -4.118, -4.860], [-3.887, -3.376, -3.918], [-2.772, -2.412, -4.235], [-2.323, -1.762, -3.299], [-2.305, -2.305, -5.593], [-2.891, -3.051, -6.546], [-4.030, -3.999, -6.236], [-4.503, -4.613, -7.169], [-2.536, -3.023, -7.813], [-4.216, -3.412, -2.630], [-5.281, -4.810, -4.642], [-1.493, -1.623, -5.804], [-3.120, -3.652, -8.283], [-3.605, -2.791, -2.189]],
  "charge": 1,
  "e_homo_ha": -0.382,
  "energy_ha": -4251.52717,
  "de_lowest_ev": 0.000
}



[2]
{
  "formula": "C4H10N2",
  "method": "ωB97M-V/def2-TZVPD",
  "symbols": ["C", "C", "C", "C", "N", "N", "H", "H", "H", "H", "H", "H", "H", "H", "H", "H"],
  "positions_angstrom": [[-1.291, 0.211, 0.874], [-1.916, 1.478, 0.427], [2.019, 0.317, -0.983], [0.424, -1.641, 0.351], [0.609, 0.469, -0.735], [0.050, -0.346, -0.020], [-1.926, -0.606, 0.804], [-1.396, 2.514, 0.392], [-2.854, 1.536, 0.978], [-2.366, 1.317, -0.607], [2.433, 1.297, -1.182], [2.661, -0.010, -0.112], [2.137, -0.383, -1.873], [-0.350, -2.015, 1.092], [1.239, -1.620, 1.018], [0.527, -2.517, -0.423]],
  "charge": 0,
  "e_homo_ha": [-0.264, -0.250],
  "energy_ha": -267.71966,
  "de_lowest_ev": 5.597
}



[3]
{
  "formula": "C2H4ClF",
  "method": "ωB97M-V/def2-TZVPD",
  "symbols": ["C", "C", "F", "Cl", "H", "H", "H", "H"],
  "positions_angstrom": [[-1.237, -1.047, -0.086], [-0.362, 0.101, 0.436], [-0.832, 1.263, -0.165], [1.302, -0.138, -0.070], [-2.224, -0.502, 0.121], [-1.353, -2.173, 0.093], [-1.190, -0.798, -1.210], [-0.276, 0.130, 1.560]],
  "charge": 0,
  "e_homo_ha": -0.401,
  "smiles": "C[C@H](F)Cl",
  "energy_ha": -638.62981,
  "de_lowest_ev": 0.918
}



[4]
{
  "formula": "C3H10N2O2",
  "method": "ωB97M-V/def2-TZVPD",
  "symbols": ["C", "N", "C", "C", "N", "O", "H", "H", "H", "H", "H", "H", "H", "H", "H", "H", "O"],
  "positions_angstrom": [[1.715, 0.708, 0.131], [0.454, 1.277, -0.178], [-0.461, 0.414, -0.934], [-0.355, -1.092, -0.520], [-1.075, -1.990, -1.414], [2.135, 1.048, 1.206], [2.060, -0.010, -0.603], [0.059, 1.847, 0.577], [-0.390, 0.715, -1.996], [-1.490, 0.705, -0.687], [0.639, -1.432, -0.261], [-0.854, -1.110, 0.478], [-1.231, -1.603, -2.342], [-0.406, -2.735, -1.605], [-0.745, 1.313, 3.285], [0.448, 1.072, 2.426], [-0.502, 0.873, 2.438]],
  "s_squared": 0.76,
  "charge": 1,
  "e_homo_ha": [-0.546, -0.514],
  "multiplicity": 2,
  "energy_ha": -379.92950,
  "de_lowest_ev": 2.483
}



[5]
{
  "formula": "C32H26AuF6N2O3",
  "method": "ωB97M-V/def2-TZVPD",
  "symbols": ["Au", "O", "C", "O", "C", "C", "C", "C", "C", "C", "N", "C", "C", "C", "C", "C", "C", "N", "H", "H", "H", "H", "H", "H", "H", "H", "H", "H", "C", "C", "C", "C", "C", "C", "C", "C", "C", "C", "C", "C", "C", "C", "H", "H", "H", "H", "H", "H", "H", "H", "H", "H", "H", "C", "H", "H", "C", "C", "O", "C", "F", "F", "F", "C", "F", "F", "F", "H", "H", "H"],
  "positions_angstrom": [[0.335, 0.584, -0.111], [5.364, 0.218, -5.728], [5.907, 0.407, -4.494], [7.096, 0.563, -4.419], [4.979, 0.417, -3.340], [5.511, 0.633, -2.071], [4.716, 0.670, -0.944], [3.316, 0.487, -1.028], [2.788, 0.272, -2.318], [3.594, 0.238, -3.431], [2.471, 0.516, 0.057], [2.986, 0.504, 1.312], [2.237, 0.642, 2.509], [2.868, 0.411, 3.756], [2.122, 0.419, 4.906], [0.746, 0.663, 4.827], [0.209, 0.927, 3.577], [0.916, 0.952, 2.451], [4.411, 0.113, -5.646], [6.580, 0.783, -1.991], [5.189, 0.867, 0.007], [1.722, 0.122, -2.421], [3.103, 0.057, -4.382], [4.042, 0.299, 1.444], [3.931, 0.195, 3.776], [2.591, 0.224, 5.864], [0.113, 0.648, 5.705], [-0.855, 1.134, 3.480], [-6.312, 1.867, 2.084], [-5.390, 2.881, 2.310], [-4.071, 2.726, 1.901], [-3.647, 1.566, 1.247], [-4.581, 0.549, 1.044], [-5.898, 0.698, 1.454], [-2.222, 1.431, 0.861], [-1.673, 0.820, -0.196], [-2.429, 0.334, -1.379], [-3.560, 1.008, -1.852], [-4.251, 0.555, -2.968], [-3.822, -0.580, -3.648], [-2.683, -1.242, -3.209], [-1.991, -0.781, -2.098], [-7.342, 1.980, 2.405], [-5.697, 3.794, 2.810], [-3.349, 3.516, 2.085], [-4.263, -0.368, 0.560], [-6.605, -0.108, 1.288], [-1.535, 1.874, 1.582], [-3.893, 1.909, -1.350], [-5.126, 1.097, -3.309], [-4.363, -0.933, -4.519], [-2.320, -2.112, -3.745], [-1.092, -1.285, -1.766], [0.425, 2.243, -1.161], [-0.427, 2.706, -1.648], [1.364, 2.796, -1.180], [-0.780, -3.514, 0.450], [0.414, -2.596, 0.782], [0.036, -1.297, 0.886], [0.952, -3.039, 2.173], [1.405, -4.319, 2.178], [1.946, -2.269, 2.629], [-0.046, -2.973, 3.077], [1.515, -2.873, -0.283], [2.735, -2.441, 0.066], [1.191, -2.266, -1.445], [1.634, -4.192, -0.568], [-1.624, -3.141, 1.028], [-0.595, -4.560, 0.688], [-1.023, -3.429, -0.610]],
  "s_squared": 2.03,
  "charge": -1,
  "e_homo_ha": [-0.120, -0.202],
  "multiplicity": 3,
  "energy_ha": -2305.13701,
  "de_lowest_ev": 2.067
}